Here is C25H47BaN9PS as an isolated structure in a non-equilibrium geometry from OMol25. Energies are from ωB97M-V/def2-TZVPD.

Structure (XYZ):
```
84
C25H47BaN9PS ωB97M-V/def2-TZVPD
Ba 1.612 0.664 0.644
C -0.647 -0.671 6.461
N 0.296 -0.987 5.457
C 1.033 -2.256 5.520
C 0.288 -0.295 4.238
N 1.078 -0.486 3.195
N -0.790 0.512 4.152
C -1.159 1.197 3.005
N -2.523 1.428 3.001
N -0.404 1.631 2.099
H -0.518 0.353 6.917
H -0.551 -1.433 7.261
H -1.608 -0.611 5.991
H 1.252 -2.500 6.538
H 2.025 -2.168 4.946
H 0.443 -3.101 5.103
H 1.621 -1.354 3.270
H -1.327 0.694 4.952
H -3.002 0.666 3.337
H -2.911 1.835 2.167
H -0.849 2.000 1.258
C 6.331 -2.612 0.713
N 5.020 -3.237 0.422
C 4.754 -4.381 -0.245
C 3.423 -4.573 -0.212
N 2.877 -3.578 0.604
C 3.865 -2.754 0.948
S 3.750 -1.424 2.010
C 1.482 -3.418 0.965
C 0.984 -4.374 1.807
C -0.340 -4.203 2.230
C -1.084 -3.170 1.659
C -0.457 -2.273 0.867
N 0.808 -2.392 0.460
H 7.172 -3.290 0.459
H 6.309 -2.376 1.811
H 6.410 -1.693 0.143
H 5.464 -4.990 -0.760
H 2.840 -5.449 -0.595
H 1.595 -5.233 2.083
H -0.841 -4.963 2.873
H -2.126 -3.004 1.899
H -1.033 -1.390 0.500
C -1.855 4.116 -3.688
C -1.494 3.658 -2.246
C -2.653 4.006 -1.308
C -0.321 4.543 -1.846
P -0.871 1.858 -2.065
N -0.024 1.719 -0.781
C -2.370 0.700 -1.957
C -3.369 1.087 -2.993
C -2.894 0.798 -0.553
C -1.903 -0.758 -2.087
C 0.154 1.338 -3.563
C 1.209 2.445 -3.875
C 0.970 0.059 -3.370
C -0.598 1.185 -4.928
H -2.329 5.090 -3.585
H -2.555 3.520 -4.229
H -1.019 4.215 -4.425
H -2.829 5.087 -1.447
H -2.362 3.778 -0.265
H -3.538 3.422 -1.496
H -0.590 5.597 -1.747
H 0.530 4.549 -2.488
H -0.012 4.335 -0.837
H -3.805 2.143 -2.881
H -4.238 0.454 -2.986
H -2.949 1.045 -3.998
H -3.446 1.732 -0.390
H -2.056 0.739 0.089
H -3.616 0.022 -0.377
H -2.115 -1.323 -3.007
H -2.389 -1.372 -1.343
H -0.822 -0.857 -1.857
H 1.901 2.606 -3.043
H 0.664 3.330 -4.082
H 1.816 2.203 -4.808
H 0.384 -0.812 -3.413
H 1.395 0.070 -2.325
H 1.749 -0.091 -4.052
H -1.310 2.041 -5.204
H -1.145 0.243 -5.014
H 0.141 1.137 -5.682
```

Values from the calculation:
Kohn-Sham gap: 7.0260 eV
Net charge: +1
E_tot: -2238.48354 a.u.
Largest force on an atom: 3.0 eV/Å
E_HOMO: -9.35 eV



Here is C25H47Cl2FeNO3Si2 as an isolated structure in a non-equilibrium geometry from OMol25. Energies are from ωB97M-V/def2-TZVPD.

Structure (XYZ):
```
81
C25H47Cl2FeNO3Si2 ωB97M-V/def2-TZVPD
O -0.985 1.932 0.331
O 0.541 5.661 0.573
C -2.223 2.527 -0.214
C -3.459 1.758 0.176
H -2.078 2.545 -1.303
H -2.251 3.562 0.154
H -3.318 0.670 0.140
H -4.270 2.018 -0.516
H -3.785 2.052 1.182
C -0.936 1.833 1.793
C -1.171 3.178 2.441
H 0.072 1.449 2.010
H -1.680 1.088 2.109
H -0.636 3.995 1.934
H -0.807 3.133 3.473
H -2.242 3.429 2.480
C 1.847 6.054 1.040
C -0.389 6.747 0.442
C 2.074 5.626 2.471
H 1.973 7.146 0.937
H 2.578 5.557 0.386
H 1.362 6.126 3.140
H 3.094 5.915 2.745
H 1.978 4.538 2.563
C -0.739 7.403 1.765
H -1.281 6.320 -0.034
H 0.043 7.498 -0.239
H -1.028 6.662 2.520
H -1.580 8.083 1.597
H 0.096 7.998 2.152
H 0.173 3.728 -0.657
Fe -0.013 0.362 -0.669
C 0.974 3.480 -1.381
Si 1.214 4.782 -2.727
H 1.884 3.350 -0.791
H 0.751 2.505 -1.843
C -0.461 5.511 -3.188
C 2.048 3.898 -4.170
C 2.392 6.168 -2.256
C -0.286 0.358 -2.600
Si -0.252 -1.239 -3.581
H 0.385 1.059 -3.131
H -1.294 0.810 -2.711
C 0.663 -0.861 -5.184
C -2.002 -1.777 -3.987
C 0.628 -2.696 -2.789
H 2.421 6.934 -3.045
H 3.411 5.780 -2.127
H 2.097 6.667 -1.329
H -1.113 4.735 -3.620
H -0.366 6.318 -3.932
H -0.968 5.930 -2.306
H 1.653 2.881 -4.296
H 3.131 3.824 -3.989
H 1.901 4.445 -5.111
H -2.649 -0.899 -4.125
H -2.438 -2.400 -3.195
H -2.020 -2.355 -4.922
H 0.057 -3.148 -1.966
H 1.624 -2.442 -2.407
H 0.758 -3.472 -3.559
H 0.703 -1.754 -5.820
H 1.694 -0.534 -4.996
H 0.151 -0.067 -5.742
Cl -3.050 -3.109 1.287
C -1.358 -3.216 1.134
C -0.657 -4.382 1.433
C 0.732 -4.460 1.313
Cl 1.515 -5.925 1.708
C 1.491 -3.329 0.882
C 2.874 -3.314 0.648
C 3.453 -2.185 0.098
C 2.686 -1.043 -0.179
N 1.363 -1.005 0.067
C 0.776 -2.125 0.598
C -0.661 -2.055 0.690
O -1.264 -0.988 0.285
H -1.210 -5.246 1.774
H 3.467 -4.188 0.899
H 4.515 -2.161 -0.136
H 3.128 -0.133 -0.587
```

Values from the calculation:
Spin multiplicity: 6
Kohn-Sham gap (spin up / spin down): 7.0586 / 5.5406 eV
Net charge: +1
E_tot: -4024.14893 a.u.
Largest force on an atom: 2.3 eV/Å
E_HOMO (spin up / spin down): -10.56 / -10.52 eV



Here is a 6-piece molecular cluster, C25H47N2O5S overall in a non-equilibrium geometry from OMol25. Energies are from ωB97M-V/def2-TZVPD.

Structure (XYZ):
```
80
C25H47N2O5S ωB97M-V/def2-TZVPD
N -5.093 -1.690 0.774
C -3.791 -2.284 0.278
C -3.298 -1.686 -1.122
S -2.275 -3.037 -1.947
C -2.276 -0.451 -0.967
C -2.335 0.318 0.432
C -1.300 -0.157 1.552
C -0.418 -1.445 1.209
N -0.119 -2.124 2.538
C 0.856 -1.665 3.507
C 0.708 -2.682 4.674
C -0.405 -3.685 4.245
C -0.922 -3.292 2.841
H -5.051 -1.731 1.811
H -5.211 -0.724 0.445
H -4.029 -3.400 0.087
H -3.018 -2.272 1.124
H -3.208 -4.024 -2.231
H -1.204 -0.758 -1.291
H -2.597 0.321 -1.768
H -3.398 0.349 0.876
H -2.090 1.426 0.203
H -0.571 0.679 1.869
H -1.914 -0.397 2.502
H -0.930 -2.239 0.575
H 0.609 -1.185 0.773
H 1.547 -0.771 3.407
H 1.277 -2.658 5.654
H -0.842 -4.567 4.820
H -1.734 -3.754 2.203
C 4.148 -2.434 -0.386
C 3.354 -1.324 -1.017
O 2.305 -0.942 -0.534
C 3.908 -0.702 -2.272
H 3.630 -2.786 0.509
H 4.243 -3.263 -1.083
H 5.136 -2.067 -0.097
H 3.993 -1.458 -3.055
H 4.885 -0.258 -2.067
H 3.231 0.084 -2.616
C -2.049 -1.302 -4.802
C -2.886 -0.143 -5.274
O -3.163 0.783 -4.536
C -3.369 -0.174 -6.702
H -1.773 -1.149 -3.759
H -2.620 -2.229 -4.878
H -1.137 -1.368 -5.400
H -3.999 -1.051 -6.863
H -2.515 -0.192 -7.383
H -3.959 0.723 -6.904
C 7.956 -3.885 -3.222
C 7.096 -3.928 -1.987
O 5.883 -3.873 -2.059
C 7.795 -4.041 -0.658
H 7.318 -3.803 -4.105
H 8.617 -3.016 -3.185
H 8.543 -4.803 -3.298
H 8.449 -3.179 -0.508
H 8.374 -4.965 -0.620
H 7.052 -4.060 0.142
C -2.913 5.363 0.083
C -1.675 4.683 0.603
O -1.721 3.932 1.558
C -0.377 4.969 -0.105
H -3.771 5.065 0.689
H -2.797 6.448 0.150
H -3.094 5.065 -0.952
H -0.149 6.036 -0.047
H -0.446 4.653 -1.149
H 0.428 4.411 0.377
C -1.064 6.431 5.725
C -1.930 6.486 4.494
O -2.007 7.499 3.821
C -2.694 5.243 4.129
H -0.573 7.397 5.866
H -1.678 6.219 6.602
H -0.297 5.663 5.606
H -3.381 4.979 4.936
H -1.999 4.423 3.939
H -3.273 5.427 3.223
```

Values from the calculation:
Kohn-Sham gap: 3.5118 eV
Net charge: -1
E_tot: -1864.46182 a.u.
Largest force on an atom: 6.7 eV/Å
E_HOMO: -1.65 eV



Here is a 3-piece molecular cluster, C25H47N4O4 overall in a non-equilibrium geometry from OMol25. Energies are from ωB97M-V/def2-TZVPD.

Structure (XYZ):
```
80
C25H47N4O4 ωB97M-V/def2-TZVPD
C 0.058 2.193 -2.270
C 1.590 2.068 -2.736
C 2.034 0.587 -3.160
C 1.179 -0.577 -2.486
C 1.170 -0.567 -0.885
C 2.004 -1.747 -0.193
C 2.670 -1.122 1.156
C 1.474 -0.949 2.206
C 1.610 0.310 3.188
C 0.229 0.992 3.615
C -0.937 -0.020 4.009
C -2.419 0.557 3.816
C -2.668 1.333 2.436
C -1.941 0.711 1.152
C -2.816 1.185 -0.149
N -3.374 -0.068 -0.753
C -4.327 -0.969 -0.210
N -4.471 -2.030 -1.188
C -3.583 -1.646 -2.259
N -3.329 -2.306 -3.409
N -2.904 -0.396 -1.984
H 0.032 1.849 -1.170
H -0.202 3.304 -2.246
H -0.674 1.611 -2.917
H 1.693 2.728 -3.676
H 2.326 2.529 -1.981
H 3.160 0.504 -2.984
H 1.881 0.497 -4.297
H 0.118 -0.558 -2.913
H 1.639 -1.572 -2.823
H 1.492 0.442 -0.463
H 0.076 -0.710 -0.562
H 2.777 -2.244 -0.862
H 1.248 -2.535 0.150
H 3.235 -0.161 0.935
H 3.367 -1.948 1.545
H 1.495 -1.882 2.882
H 0.437 -0.985 1.703
H 2.194 1.116 2.602
H 2.295 0.039 4.069
H -0.043 1.748 2.810
H 0.456 1.614 4.560
H -0.818 -0.236 5.135
H -0.894 -1.034 3.497
H -2.665 1.271 4.666
H -3.133 -0.343 3.911
H -2.426 2.441 2.559
H -3.802 1.277 2.223
H -0.907 1.179 0.988
H -1.875 -0.422 1.136
H -3.645 1.914 0.171
H -2.113 1.669 -0.908
H -4.846 -0.908 0.800
H -3.256 -1.867 -4.329
H -3.173 -3.322 -3.340
H -2.220 0.095 -2.575
O 1.420 -3.357 4.404
C 2.465 -3.478 4.990
O 2.980 -2.536 5.823
C 4.280 -2.949 6.265
C 4.301 -4.450 6.087
C 3.406 -4.647 4.881
H 5.033 -2.447 5.650
H 4.423 -2.658 7.307
H 5.306 -4.854 5.960
H 3.852 -4.933 6.960
H 3.963 -4.571 3.944
H 2.866 -5.592 4.931
O -2.413 2.407 -4.051
C -2.018 3.010 -5.020
O -1.570 4.289 -4.981
C -1.284 4.735 -6.314
C -1.066 3.473 -7.116
C -1.992 2.490 -6.431
H -2.136 5.317 -6.677
H -0.400 5.373 -6.306
H -1.267 3.599 -8.180
H -0.029 3.139 -7.006
H -3.003 2.527 -6.844
H -1.598 1.474 -6.468
```

Values from the calculation:
Kohn-Sham gap: 8.9139 eV
Net charge: +1
E_tot: -1500.40500 a.u.
Largest force on an atom: 6.1 eV/Å
E_HOMO: -11.90 eV



Here is C25H48AlBrClFInLiMgN4O8PS2 as an isolated structure in a non-equilibrium geometry from OMol25. Energies are from ωB97M-V/def2-TZVPD.

Structure (XYZ):
```
95
C25H48AlBrClFInLiMgN4O8PS2 ωB97M-V/def2-TZVPD
S -0.228 -0.904 1.123
C 0.973 -1.995 1.048
S 1.009 -3.165 2.391
C 2.711 -3.821 2.759
C 3.899 -2.869 2.435
C 4.755 -2.513 3.720
In 4.769 -0.255 3.860
C 2.686 0.308 4.439
C 2.285 0.222 5.796
C 0.985 0.613 6.124
N 0.052 1.065 5.285
C 0.439 1.101 4.014
C 1.706 0.749 3.530
N 1.917 -2.006 0.002
C 1.421 -2.640 -1.230
C 1.367 -1.640 -2.400
O 2.629 -1.059 -2.682
C 3.396 -0.837 -1.501
C 2.517 -0.697 -0.237
H 2.909 -4.808 2.321
H 2.755 -3.987 3.877
H 3.599 -1.943 1.944
H 4.556 -3.387 1.724
H 5.777 -2.886 3.627
H 4.271 -2.873 4.636
H 5.167 0.349 2.169
H 5.996 0.420 4.935
H 2.962 -0.136 6.567
H 0.703 0.563 7.181
H -0.291 1.446 3.275
H 1.936 0.808 2.471
H 2.143 -3.430 -1.493
H 0.434 -3.104 -1.125
H 0.676 -0.820 -2.129
H 0.986 -2.102 -3.316
H 4.144 -1.638 -1.369
H 3.926 0.119 -1.640
H 3.169 -0.350 0.571
H 1.797 0.110 -0.451
C -3.897 0.520 -0.718
O -3.689 1.361 -1.836
C -2.424 1.094 -2.463
C -2.513 1.682 -3.861
N -3.904 1.459 -4.355
C -4.211 0.119 -4.959
C -3.788 0.175 -6.426
O -4.133 1.472 -6.901
C -3.377 1.857 -8.040
H -3.116 0.717 0.106
H -4.896 0.711 -0.326
H -3.861 -0.520 -1.050
H -2.257 0.011 -2.530
H -1.609 1.543 -1.898
H -1.803 1.245 -4.558
H -2.377 2.763 -3.830
H -4.151 2.149 -5.071
H -4.515 1.628 -3.548
H -5.334 -0.012 -4.841
H -3.702 -0.662 -4.391
H -4.305 -0.588 -7.003
H -2.705 0.023 -6.510
H -2.307 1.828 -7.815
H -3.651 2.881 -8.285
H -3.604 1.211 -8.890
Al 6.140 0.520 0.628
Cl 8.431 -0.824 1.513
O -0.810 3.403 1.809
P -1.057 2.602 0.570
O -2.053 3.637 -0.406
O -1.872 1.332 0.792
O 0.183 2.362 -0.259
Li 1.195 -4.601 4.238
Mg -3.284 -1.966 -1.304
C 2.690 -9.294 5.935
C 2.178 -8.233 4.936
O 1.046 -7.665 5.414
H 1.953 -10.085 6.085
H 3.609 -9.763 5.556
H 2.924 -8.846 6.903
H 2.099 -8.771 3.960
H 3.052 -7.557 4.759
C -3.241 8.216 0.223
C -1.721 8.252 0.344
C -1.019 7.338 -0.669
C -1.421 5.942 -0.471
N -1.727 4.858 -0.318
H -3.638 7.221 0.430
H -3.694 8.901 0.939
H -3.563 8.512 -0.779
H -1.436 7.962 1.357
H -1.372 9.274 0.192
H 0.063 7.403 -0.553
H -1.269 7.629 -1.690
Br -6.735 -1.090 -5.948
F -6.424 -3.347 -6.438
```

Values from the calculation:
Kohn-Sham gap: 1.0791 eV
Net charge: -1
E_tot: -6713.82218 a.u.
Largest force on an atom: 6.3 eV/Å
E_HOMO: -4.23 eV



Number 2 is which compound? C25H47Cl2FeNO3Si2